No. 1
C9H17F4NO5 | the ωB97M-V functional and the def2-TZVPD basis

```
36
Properties=species:S:1:pos:R:3
C 0.945 0.487 -0.586
O -0.601 -2.463 1.136
O -2.816 -0.153 0.282
O -0.211 -2.054 -0.988
H 4.266 1.434 1.787
H -4.094 -2.484 0.414
H -0.387 -2.091 2.004
H 3.983 1.462 -0.464
F -0.585 3.217 -1.199
C 3.192 -0.527 -0.649
C -0.311 2.623 -0.020
C 4.174 0.472 -0.034
H -2.430 -1.538 -1.160
H 0.130 0.504 -1.326
H -3.587 -0.282 -1.636
H 3.234 0.196 1.774
H -4.753 -2.447 -1.232
H -5.912 -0.574 -0.574
H -3.609 0.112 0.768
H 5.182 0.177 -0.351
C 0.491 -0.381 0.584
F -0.305 3.570 0.942
H -1.112 1.904 0.192
N 4.144 0.490 1.436
C -3.271 -0.939 -0.815
C -0.100 -1.700 0.141
C 1.077 1.945 -0.117
H -0.305 0.136 1.135
F 1.853 2.644 -0.964
H 1.303 -0.544 1.301
H 3.686 -1.085 -1.447
C -4.417 -1.829 -0.395
F 1.684 2.022 1.107
O -5.486 -1.052 0.146
H 2.898 -1.271 0.106
O 2.052 0.021 -1.299
```

Results
* HOMO energy: -0.346 hartree
* structure (SMILES): NCCO[C@@H](CC(=O)O)C(F)(F)C(F)F.OCCO
* multiplicity: 1
* E_LUMO: 0.31 eV

---

No. 2
C9H17HoN2 | the ωB97M-V functional and the def2-TZVPD basis

```
29
Properties=species:S:1:pos:R:3
H -0.763 -0.819 0.233
H 2.547 0.866 -0.025
H 1.845 -2.214 1.425
H 1.659 -1.545 3.061
H 2.534 -0.061 1.562
H -0.660 -1.086 2.617
C -2.196 1.025 0.136
H 1.309 0.075 -2.759
C 1.591 -0.106 -1.740
H -0.563 2.756 -2.245
C 1.930 1.028 -0.889
H -0.165 -2.158 0.421
C -2.353 0.176 -1.041
C -1.471 2.221 -0.262
C -1.125 2.063 -1.661
H 1.896 2.020 -1.284
N -0.984 -1.598 0.663
H -2.568 0.815 1.108
H -0.404 -2.828 2.353
H 0.904 0.007 0.808
C -0.232 -1.821 1.992
H -2.847 -0.773 -1.065
N 1.533 -0.202 1.516
C 1.266 -1.527 2.032
H -1.607 0.426 -3.133
H -1.227 3.049 0.366
H 1.964 -1.081 -1.496
C -1.691 0.814 -2.143
Ho -0.120 0.476 -0.551
```

Results
* HOMO energy (spin up / spin down): -0.646 / -0.648 hartree
* multiplicity: 5
* E_LUMO (spin up / spin down): -10.84 / -10.76 eV
* net charge: +2

---

No. 3
C9H17N | the ωB97M-V functional and the def2-TZVPD basis

```
27
Properties=species:S:1:pos:R:3
H 2.904 -0.308 -0.696
H -0.452 -0.158 -2.466
H 0.811 -0.435 2.362
H 0.687 1.086 -1.957
N -0.030 -0.522 1.804
H 0.349 2.045 1.667
H 1.788 1.453 0.828
H 3.617 -2.275 0.571
H 1.859 -2.686 0.958
H -1.841 2.340 -0.667
H -3.385 1.664 -0.153
C 2.163 -0.964 -0.240
H -3.544 -0.663 -0.336
C -1.684 0.314 0.043
C 2.565 -2.013 0.476
H 1.292 -0.423 -2.636
C -2.465 -0.748 -0.208
H -2.208 2.143 1.061
C 0.013 0.182 0.561
H -2.082 -1.765 -0.216
C 0.700 1.535 0.765
C 0.543 -0.633 -0.605
H -0.413 -1.456 1.709
H 0.504 2.225 -0.059
H 0.099 -1.630 -0.647
C 0.519 0.007 -1.992
C -2.311 1.683 0.073
```

Results
* HOMO energy: -0.319 hartree
* structure (SMILES): C=C[C@H](C)[C@](C)(N)C(=C)C
* multiplicity: 1
* E_LUMO: 1.00 eV
* energy above the lowest of the compared OMol25 structures with the same formula, charge and spin: 1.619 eV

---

No. 4
C9H17N | the ωB97M-V functional and the def2-TZVPD basis

```
27
Properties=species:S:1:pos:R:3
H 1.970 0.323 1.800
H 2.135 0.831 -1.883
C -3.710 0.968 -0.789
C 1.932 -1.804 0.340
C -0.947 0.963 1.771
C 1.518 -0.440 -0.235
H 3.461 -0.157 -1.200
H -0.057 -0.013 -1.723
H 2.979 -1.819 0.648
H -3.428 0.289 -1.582
H -0.057 -1.629 -1.187
C 0.020 -0.606 -0.807
N -1.248 -0.452 -0.158
H 0.347 1.048 1.357
C 2.405 -0.142 -1.467
C -2.965 1.180 0.312
H 2.345 1.481 0.525
H 1.773 -2.606 -0.385
H -3.364 1.816 1.093
C -1.690 0.584 0.618
H -4.690 1.410 -0.894
H -1.988 -0.881 -0.703
H 1.341 -2.040 1.226
H 2.263 -0.888 -2.255
C 1.741 0.616 0.783
H -0.741 0.159 2.475
H -1.344 1.810 2.321
```

Results
* HOMO energy (spin up / spin down): -0.263 / -0.232 hartree
* multiplicity: 1
* E_LUMO (spin up / spin down): 0.26 / -0.10 eV
* energy above the lowest of the compared OMol25 structures with the same formula, charge and spin: 3.817 eV

---

No. 5
C9H17N2 | the ωB97M-V functional and the def2-TZVPD basis

```
28
Properties=species:S:1:pos:R:3
H -1.292 1.890 -2.147
H -2.138 0.832 1.738
H 1.021 3.419 0.499
C 0.179 1.646 -0.414
N 4.309 -1.361 -0.011
H -2.792 -1.312 -0.577
H 5.172 -0.823 -0.275
N 2.123 0.090 0.029
H 4.131 -2.070 -0.637
H 3.291 -0.827 -0.010
C -0.971 -0.701 0.216
C 0.320 3.146 -0.275
H 4.230 -1.774 0.917
C -2.314 1.330 0.784
H -0.700 3.618 -0.200
C -1.949 -1.557 0.051
H -3.286 1.276 0.356
H -2.036 2.371 0.957
H 0.803 3.417 -1.320
C -1.193 0.736 -0.091
C 1.233 0.776 -0.166
C -1.726 -3.011 0.408
H -0.551 0.333 -2.133
H -2.600 -3.484 0.739
C -0.815 1.161 -1.512
H -0.887 -3.058 1.096
H -0.109 -1.034 0.647
H -1.394 -3.482 -0.497
```

Results
* HOMO energy: -0.447 hartree
* multiplicity: 1
* E_LUMO: -3.12 eV
* energy above the lowest of the compared OMol25 structures with the same formula, charge and spin: 3.013 eV
* net charge: +1

---

No. 6
C9H17N2O2P | the ωB97M-V functional and the def2-TZVPD basis

```
31
Properties=species:S:1:pos:R:3
H -3.533 0.795 -1.085
H -4.494 -0.349 -0.048
N 4.814 -0.584 -0.180
H 2.645 2.305 -0.427
H 2.889 -0.786 1.947
H -3.165 -2.628 -0.441
C -2.291 -0.554 0.068
H -1.365 -2.460 -0.427
H 1.885 0.801 -2.124
H 5.670 -0.462 -0.740
C -2.256 -1.844 -0.656
H 1.611 2.909 0.929
N 0.820 1.463 -0.345
C -2.114 -0.655 1.630
H -1.126 -1.056 1.983
C 2.529 -0.110 -0.406
C 1.724 2.290 0.120
H -3.733 1.023 0.677
O -1.049 0.205 -0.452
C -3.606 0.317 -0.184
H 4.043 0.791 -1.666
C 1.339 0.446 -1.247
H -2.290 -1.557 -1.653
H -2.090 0.377 1.884
P 2.109 -1.408 0.789
H 0.915 -0.857 1.146
H -2.981 -1.275 2.052
H 0.568 -0.241 -1.572
O -0.911 1.923 1.042
C -0.434 1.210 0.230
C 3.877 -0.029 -0.845
```

Results
* HOMO energy (spin up / spin down): -0.294 / -0.249 hartree
* multiplicity: 1
* E_LUMO (spin up / spin down): 0.43 / -0.90 eV
* energy above the lowest of the compared OMol25 structures with the same formula, charge and spin: 4.412 eV

---

No. 7
C9H17N2O5P | the ωB97M-V functional and the def2-TZVPD basis

```
34
Properties=species:S:1:pos:R:3
O 2.420 -3.303 -1.057
N 0.723 2.690 -0.576
H -2.566 4.038 -0.516
C 1.361 -1.279 1.867
H -2.174 1.746 0.420
N 1.098 -2.072 1.077
C -0.225 2.825 -1.210
H -1.492 -1.583 -1.128
H 2.730 0.642 0.435
C -2.984 1.936 -0.287
C -2.686 3.157 -1.148
H 2.383 -2.991 -0.132
O 1.717 -5.425 -0.749
C 1.672 1.136 2.270
H -2.210 -5.069 -0.731
H 0.849 -0.340 3.643
H 2.576 -0.507 3.379
P -0.770 -3.553 -0.997
H 2.823 2.331 0.899
C -1.436 2.975 -2.016
O -1.926 -4.587 -1.509
H -1.540 2.094 -2.652
H -1.300 3.832 -2.678
H -3.530 3.354 -1.811
H 1.765 1.860 3.081
H 3.778 1.131 1.779
O 0.479 -3.994 -1.976
C 1.571 -4.332 -1.196
C 1.632 -0.269 2.886
C 2.819 1.317 1.287
O -1.267 -2.224 -1.804
H 0.724 1.339 1.770
H -3.114 1.045 -0.905
H -3.899 2.081 0.287
```

Results
* HOMO energy: -0.339 hartree
* structure (SMILES): O=C(O)OP(O)O.CCCC#N.CCCC#N
* multiplicity: 1
* E_LUMO: 0.44 eV

---

No. 8
C9H17N3 | the ωB97M-V functional and the def2-TZVPD basis

```
29
Properties=species:S:1:pos:R:3
N 1.505 0.511 -0.359
H -4.130 -0.451 1.549
C -3.785 -1.144 0.840
H -4.453 -0.577 -1.678
C 4.025 -0.078 0.262
H 4.770 0.824 -1.535
H -2.427 2.467 -0.103
H -3.153 -1.953 1.228
C 4.792 -1.294 -0.240
H -0.769 -0.971 -1.324
C -3.524 -0.236 -1.350
C 5.051 0.346 -0.562
H 5.919 0.801 -0.152
H -1.128 1.987 1.104
H -4.733 -1.601 0.401
C -1.860 0.237 0.289
H 5.419 -1.894 0.375
H -1.577 -0.254 1.282
C -0.714 0.049 -0.659
C -2.083 1.669 0.702
H 2.685 1.319 1.091
H -3.173 0.193 -2.224
H 2.320 -0.367 1.379
C 2.675 0.321 0.537
H -0.553 0.765 -1.488
N -3.098 -0.344 -0.170
H 4.203 -1.986 -0.842
N 0.510 -0.037 0.033
H -2.716 1.699 1.611
```

Results
* HOMO energy (spin up / spin down): -0.602 / -0.602 hartree
* multiplicity: 1
* E_LUMO (spin up / spin down): -9.40 / -9.40 eV
* energy above the lowest of the compared OMol25 structures with the same formula, charge and spin: 5.834 eV
* net charge: +2

---

> Which value of multiplicity does entry 6 give?

1

---

What did the first record say?
C9H17F4NO5 | the ωB97M-V functional and the def2-TZVPD basis

```
36
Properties=species:S:1:pos:R:3
C 0.945 0.487 -0.586
O -0.601 -2.463 1.136
O -2.816 -0.153 0.282
O -0.211 -2.054 -0.988
H 4.266 1.434 1.787
H -4.094 -2.484 0.414
H -0.387 -2.091 2.004
H 3.983 1.462 -0.464
F -0.585 3.217 -1.199
C 3.192 -0.527 -0.649
C -0.311 2.623 -0.020
C 4.174 0.472 -0.034
H -2.430 -1.538 -1.160
H 0.130 0.504 -1.326
H -3.587 -0.282 -1.636
H 3.234 0.196 1.774
H -4.753 -2.447 -1.232
H -5.912 -0.574 -0.574
H -3.609 0.112 0.768
H 5.182 0.177 -0.351
C 0.491 -0.381 0.584
F -0.305 3.570 0.942
H -1.112 1.904 0.192
N 4.144 0.490 1.436
C -3.271 -0.939 -0.815
C -0.100 -1.700 0.141
C 1.077 1.945 -0.117
H -0.305 0.136 1.135
F 1.853 2.644 -0.964
H 1.303 -0.544 1.301
H 3.686 -1.085 -1.447
C -4.417 -1.829 -0.395
F 1.684 2.022 1.107
O -5.486 -1.052 0.146
H 2.898 -1.271 0.106
O 2.052 0.021 -1.299
```

Results
* HOMO energy: -0.346 hartree
* structure (SMILES): NCCO[C@@H](CC(=O)O)C(F)(F)C(F)F.OCCO
* multiplicity: 1
* E_LUMO: 0.31 eV

---

> Which formula does entry 1 have?

C9H17F4NO5